1.
Below is a structure of composition C18H35O8Ti at a distorted geometry, with properties calculated with ωB97M-V with the def2-TZVPD basis set.

## Properties
Gap between HOMO and LUMO (alpha / beta) (hartree): 0.1572 / 0.3020
Maximum force (eV Å⁻¹): 3.37
LUMO level (alpha / beta) (hartree): 0.0052 / 0.0003
M (g/mol): 427.3

The geometry in ORCA input format:
```
! RIJCOSX wB97M-V def2-TZVPD def2/J DEFGRID3
* xyz 0 4
Ti 0.8613 -0.2545 0.4952
C 0.9545 3.2369 -2.6178
C 1.5855 2.7821 -1.2963
O 1.0842 1.6009 -0.7757
H -0.0206 3.6973 -2.4272
H 0.6929 2.3653 -3.2273
H 1.5918 3.9453 -3.1420
H 1.4181 3.6093 -0.5812
H 2.6751 2.6691 -1.4128
C -2.3901 1.7871 0.6772
C -2.0433 2.5616 -0.5838
C -2.0156 1.7436 -1.8627
O -2.5700 2.6410 -2.8265
C -3.2422 3.6191 -2.1944
O -3.8545 4.4696 -2.7502
O -3.1337 3.4652 -0.8558
H -1.4775 1.3343 1.0785
H -2.9649 0.8782 0.4803
H -2.8666 2.4039 1.4328
H -1.1047 3.0884 -0.4098
H -2.6040 0.8224 -1.7902
H -1.0304 1.4126 -2.1843
C -1.6832 -3.5024 2.3486
C -0.9308 -2.2268 2.6916
O -0.6948 -1.3453 1.7855
C -0.7208 -1.9312 4.1561
H -2.7619 -3.4098 2.5390
H -1.2367 -4.3147 2.9274
H -1.6236 -3.7107 1.2783
H -0.2204 -2.7533 4.6799
H -1.6541 -1.7255 4.6993
H -0.0826 -1.0490 4.2460
C 0.1574 1.9183 4.0969
C 1.4169 1.7064 3.3039
O 1.4641 0.8540 2.4367
C 2.5809 2.5741 3.6349
H 0.0730 2.9895 4.2855
H 0.1990 1.3786 5.0433
H -0.6880 1.5510 3.5176
H 2.7677 2.4809 4.7082
H 2.3977 3.6245 3.4123
H 3.4617 2.2416 3.0878
C 0.8266 -3.9972 -0.4115
C 2.0587 -3.1958 -0.7811
O 2.1654 -2.0169 -0.5042
C 3.1962 -3.9312 -1.4366
H 0.8405 -4.2286 0.6536
H 0.8836 -4.9200 -0.9856
H -0.0748 -3.4360 -0.6476
H 3.9552 -4.1831 -0.6892
H 3.7238 -3.3813 -2.2160
H 2.9105 -4.8876 -1.8739
C 0.9897 -0.6782 -3.2146
C -0.3222 -1.1768 -2.7309
O -0.6334 -1.1990 -1.5511
C -1.3587 -1.5389 -3.7590
H 1.5860 -0.3053 -2.3824
H 0.8649 0.1459 -3.9194
H 1.5306 -1.4771 -3.7301
H -2.0340 -0.6838 -3.8493
H -2.0009 -2.3343 -3.3807
H -0.8745 -1.8035 -4.6956
*
```

---

2.
Below is the ion C4H11N2S with charge -1 at a distorted geometry, with properties calculated with ωB97M-V with the def2-TZVPD basis set.

## Properties
Gap between HOMO and LUMO (hartree): 0.2333
Energy relative to the best compared isomer or geometry (same formula, charge and spin) (kcal per mole): 23.1
SMILES: NCNCCC[S-]
Maximum force (eV Å⁻¹): 2.32
LUMO level (hartree): 0.1414
M (g/mol): 119.2

The geometry in ORCA input format:
```
! RIJCOSX wB97M-V def2-TZVPD def2/J DEFGRID3
* xyz -1 1
N -0.2696 0.3423 2.0505
C 0.7960 1.2253 1.5918
N 0.5814 2.1945 0.4742
C 0.3938 1.6202 -0.8658
C -0.4509 0.3188 -1.0247
C 0.3527 -0.9803 -0.8328
S -0.7002 -2.4200 -0.6156
H -1.1657 0.7910 1.8749
H -0.3378 -0.4650 1.4224
H 1.6335 0.6468 1.2182
H 0.9220 1.9698 2.3893
H -0.1194 2.8745 0.7028
H 1.3792 1.4017 -1.2932
H -0.0923 2.3386 -1.5182
H -1.3286 0.3744 -0.3832
H -0.8569 0.3835 -2.0448
H 1.0509 -0.8021 0.0000
H 1.0060 -1.0348 -1.7146
*
```

---

3.
Below is a cluster of 3 separate species, C16H37BF3N2O3 in total at a distorted geometry, with properties calculated with ωB97M-V with the def2-TZVPD basis set.

## Properties
Gap between HOMO and LUMO (hartree): 0.2400
Maximum force (eV Å⁻¹): 1.12
LUMO level (hartree): 0.0846
M (g/mol): 373.3

The geometry in ORCA input format:
```
! RIJCOSX wB97M-V def2-TZVPD def2/J DEFGRID3
* xyz -1 1
F 6.8617 -5.9276 2.3026
C 5.5292 -5.6834 2.3533
F 5.3327 -4.8528 3.4182
F 5.1947 -5.0054 1.2291
O 4.9043 -6.8564 2.4845
C 3.5206 -6.9356 2.0561
C 2.5462 -5.9800 2.6970
C 1.1851 -6.6789 2.9429
O 0.2172 -5.6611 2.8277
B 0.9612 -4.4057 2.5736
O 2.2140 -4.9225 1.8739
H 3.2345 -7.9432 2.3239
H 3.4597 -6.8594 0.9804
H 2.8764 -5.6127 3.6698
H 1.1225 -7.1461 3.9237
H 0.9714 -7.4018 2.1542
H 0.4194 -3.6051 1.8240
H 1.3770 -3.8346 3.6042
C -3.0329 1.9359 2.9603
C -1.7929 1.1044 3.2583
N -1.4572 0.1757 2.2022
C -0.4495 -0.8092 2.5894
C 0.9582 -0.3089 2.9253
C -1.2963 0.7592 0.8875
C -0.2439 1.8649 0.7079
H -3.8855 1.2934 2.7363
H -3.2841 2.5474 3.8288
H -2.8821 2.6139 2.1189
H -1.9861 0.5156 4.1583
H -0.9634 1.7875 3.5098
H -0.3738 -1.5612 1.8058
H -0.8354 -1.3461 3.4593
H 1.5207 -0.0368 2.0325
H 1.5083 -1.1128 3.4158
H 0.9448 0.5499 3.6012
H -2.2649 1.1596 0.5703
H -1.0860 -0.0520 0.1869
H -0.2688 2.5938 1.5195
H -0.4363 2.4060 -0.2235
H 0.7648 1.4617 0.6439
C -1.2795 6.4493 -3.9537
C -1.1323 5.0291 -3.4287
N -2.1350 4.1200 -3.9475
C -2.1719 2.8470 -3.2468
C -0.9472 1.9295 -3.3411
C -2.2335 4.0541 -5.3931
C -0.9793 3.6573 -6.1861
H -2.2792 6.8361 -3.7527
H -0.5560 7.0990 -3.4600
H -1.0940 6.5136 -5.0265
H -1.2461 5.0540 -2.3422
H -0.1034 4.6858 -3.6226
H -3.0547 2.2979 -3.5845
H -2.3531 3.0669 -2.1900
H -0.8803 1.4321 -4.3076
H -1.0207 1.1477 -2.5829
H -0.0157 2.4671 -3.1630
H -2.5693 5.0299 -5.7533
H -3.0474 3.3689 -5.6416
H -0.0866 4.1649 -5.8188
H -1.1044 3.9348 -7.2350
H -0.7958 2.5851 -6.1561
*
```

---

4.
Below is an isolated molecule of C19H20N6O3S2 at a distorted geometry, with properties calculated with ωB97M-V with the def2-TZVPD basis set.

## Properties
Gap between HOMO and LUMO (hartree): 0.3078
Energy relative to the best compared isomer or geometry (same formula, charge and spin) (kcal per mole): 8.7
SMILES: CCCn1c(SCC(=O)Nc2nc3ccccc3s2)nc2c1c(=O)n(C)c(=O)n2C
Maximum force (eV Å⁻¹): 1.49
LUMO level (hartree): 0.0150
M (g/mol): 444.5

The geometry in ORCA input format:
```
! RIJCOSX wB97M-V def2-TZVPD def2/J DEFGRID3
* xyz 0 1
C 0.5690 4.4032 0.0232
C 0.5130 3.5650 1.2944
C 1.1306 2.1793 1.0882
N 0.4402 1.4336 0.0675
C -0.7595 0.8271 0.1603
S -1.6928 0.7486 1.6112
C -3.2065 -0.0518 0.9817
C -3.0708 -0.9576 -0.2206
O -3.7441 -0.8120 -1.2112
N -2.2855 -2.0874 -0.0899
C -1.5452 -2.5140 0.9676
N -1.6152 -2.0859 2.1691
C -0.7422 -2.7310 2.9980
C -0.5797 -2.4808 4.3554
C 0.3394 -3.2278 5.0634
C 1.0961 -4.2162 4.4403
C 0.9534 -4.4787 3.0903
C 0.0351 -3.7321 2.3759
S -0.3676 -3.8215 0.6818
N -1.1504 0.2616 -0.9705
C -0.1648 0.5319 -1.8520
C 0.8450 1.2611 -1.2444
C 2.0193 1.6732 -1.9468
O 2.9643 2.2951 -1.4964
N 1.9706 1.2650 -3.2844
C 3.0930 1.6267 -4.1350
C 0.9710 0.5407 -3.9196
O 1.0509 0.2475 -5.0913
N -0.1186 0.1703 -3.1564
C -1.1932 -0.5890 -3.7610
H 0.2322 5.4170 0.2229
H -0.0709 3.9796 -0.7484
H 1.5861 4.4418 -0.3596
H -0.5213 3.4532 1.6264
H 1.0711 4.0615 2.0890
H 2.1676 2.2800 0.7608
H 1.0870 1.6074 2.0204
H -3.5769 -0.6308 1.8290
H -3.9099 0.7397 0.7208
H -2.2042 -2.6252 -0.9447
H -1.1712 -1.7112 4.8242
H 0.4747 -3.0443 6.1184
H 1.8068 -4.7876 5.0174
H 1.5392 -5.2425 2.6036
H 3.5584 0.7268 -4.5360
H 3.8013 2.1822 -3.5250
H 2.7436 2.2378 -4.9666
H -0.9220 -1.6448 -3.8207
H -2.0855 -0.4677 -3.1503
H -1.3611 -0.2170 -4.7705
*
```

---

5.
Below is the ion C6H13N5 with charge +2 at a distorted geometry, with properties calculated with ωB97M-V with the def2-TZVPD basis set.

## Properties
Gap between HOMO and LUMO (hartree): 0.3211
Energy relative to the best compared isomer or geometry (same formula, charge and spin) (kcal per mole): 85.3
SMILES: C[N@@H+]1C=C(NCN=C=[NH2+])NC1
Maximum force (eV Å⁻¹): 4.77
LUMO level (hartree): -0.2632
M (g/mol): 155.2

The geometry in ORCA input format:
```
! RIJCOSX wB97M-V def2-TZVPD def2/J DEFGRID3
* xyz 2 1
C -2.6678 0.9961 -1.0455
N -1.7661 0.9614 0.2267
C -0.4045 0.4391 -0.1242
C -0.3551 -0.9212 0.1564
N 0.8179 -1.6810 -0.0518
C 1.7834 -1.1744 -0.9929
N 2.7768 -0.2064 -0.5072
C 3.3127 0.5524 0.2057
N 4.1737 1.2553 0.7927
N -1.5243 -1.3791 0.6971
C -2.3103 -0.1591 1.0557
H -2.1111 1.6955 -1.6735
H -2.8635 -0.0919 -1.4363
H -3.5646 1.3011 -0.6783
H -1.8924 1.7661 0.8173
H 0.1193 0.9405 -0.9384
H 0.7841 -2.5284 0.4303
H 1.3215 -0.7026 -1.7609
H 2.3003 -1.9586 -1.3429
H 5.1570 1.0575 0.7992
H 3.8787 2.2082 0.9931
H -1.3570 -2.1487 1.3149
H -3.4041 -0.4526 1.0395
H -2.2046 0.2307 2.0232
*
```

---

6.
Below is an isolated molecule of C8H14N2O2 at a distorted geometry, with properties calculated with ωB97M-V with the def2-TZVPD basis set.

## Properties
Gap between HOMO and LUMO (hartree): 0.3620
Energy relative to the best compared isomer or geometry (same formula, charge and spin) (kcal per mole): 21.5
SMILES: [H]/N=C(/C(=O)O)[C@@H]1CC[C@H](NC)C1
Maximum force (eV Å⁻¹): 4.11
LUMO level (hartree): 0.0235
M (g/mol): 170.2

The geometry in ORCA input format:
```
! RIJCOSX wB97M-V def2-TZVPD def2/J DEFGRID3
* xyz 0 1
H 0.5525 1.2447 -1.1964
N 0.4535 0.4498 -1.8606
C -0.2185 -0.5389 -1.4997
C -0.3533 -1.4897 -2.6525
O -1.1506 -2.3879 -2.6735
O 0.4828 -1.2678 -3.6989
C -0.9355 -1.0384 -0.2451
C -2.1283 -0.1602 0.3209
C -1.3766 0.9428 1.1146
C 0.0461 0.4696 1.4837
N 0.9833 1.2947 0.8763
C 2.4106 0.9707 1.0064
C 0.1006 -1.0075 0.9075
H 0.7850 -0.3199 -3.7020
H -1.2580 -2.0486 -0.6330
H -2.8682 -0.7117 0.9711
H -2.7880 0.2910 -0.5007
H -1.2680 1.8282 0.3579
H -1.8629 1.4379 2.0504
H -0.0007 0.3120 2.5918
H 0.9787 2.2254 1.3405
H 3.0449 1.9281 0.9764
H 2.5539 0.3462 1.9379
H 2.8063 0.2305 0.2684
H -0.1850 -1.6419 1.7716
H 1.1952 -1.3590 0.6870
*
```

---

Copy entry 3 word for word.
Below is a cluster of 3 separate species, C16H37BF3N2O3 in total at a distorted geometry, with properties calculated with ωB97M-V with the def2-TZVPD basis set.

## Properties
Gap between HOMO and LUMO (hartree): 0.2400
Maximum force (eV Å⁻¹): 1.12
LUMO level (hartree): 0.0846
M (g/mol): 373.3

The geometry in ORCA input format:
```
! RIJCOSX wB97M-V def2-TZVPD def2/J DEFGRID3
* xyz -1 1
F 6.8617 -5.9276 2.3026
C 5.5292 -5.6834 2.3533
F 5.3327 -4.8528 3.4182
F 5.1947 -5.0054 1.2291
O 4.9043 -6.8564 2.4845
C 3.5206 -6.9356 2.0561
C 2.5462 -5.9800 2.6970
C 1.1851 -6.6789 2.9429
O 0.2172 -5.6611 2.8277
B 0.9612 -4.4057 2.5736
O 2.2140 -4.9225 1.8739
H 3.2345 -7.9432 2.3239
H 3.4597 -6.8594 0.9804
H 2.8764 -5.6127 3.6698
H 1.1225 -7.1461 3.9237
H 0.9714 -7.4018 2.1542
H 0.4194 -3.6051 1.8240
H 1.3770 -3.8346 3.6042
C -3.0329 1.9359 2.9603
C -1.7929 1.1044 3.2583
N -1.4572 0.1757 2.2022
C -0.4495 -0.8092 2.5894
C 0.9582 -0.3089 2.9253
C -1.2963 0.7592 0.8875
C -0.2439 1.8649 0.7079
H -3.8855 1.2934 2.7363
H -3.2841 2.5474 3.8288
H -2.8821 2.6139 2.1189
H -1.9861 0.5156 4.1583
H -0.9634 1.7875 3.5098
H -0.3738 -1.5612 1.8058
H -0.8354 -1.3461 3.4593
H 1.5207 -0.0368 2.0325
H 1.5083 -1.1128 3.4158
H 0.9448 0.5499 3.6012
H -2.2649 1.1596 0.5703
H -1.0860 -0.0520 0.1869
H -0.2688 2.5938 1.5195
H -0.4363 2.4060 -0.2235
H 0.7648 1.4617 0.6439
C -1.2795 6.4493 -3.9537
C -1.1323 5.0291 -3.4287
N -2.1350 4.1200 -3.9475
C -2.1719 2.8470 -3.2468
C -0.9472 1.9295 -3.3411
C -2.2335 4.0541 -5.3931
C -0.9793 3.6573 -6.1861
H -2.2792 6.8361 -3.7527
H -0.5560 7.0990 -3.4600
H -1.0940 6.5136 -5.0265
H -1.2461 5.0540 -2.3422
H -0.1034 4.6858 -3.6226
H -3.0547 2.2979 -3.5845
H -2.3531 3.0669 -2.1900
H -0.8803 1.4321 -4.3076
H -1.0207 1.1477 -2.5829
H -0.0157 2.4671 -3.1630
H -2.5693 5.0299 -5.7533
H -3.0474 3.3689 -5.6416
H -0.0866 4.1649 -5.8188
H -1.1044 3.9348 -7.2350
H -0.7958 2.5851 -6.1561
*
```